C5H8O | the ωB97M-V functional and the def2-TZVPD basis

Element x y z (Å)
C -2.183 0.495 0.182
O -1.971 -0.778 -0.447
C -0.771 -1.243 -0.686
C 0.489 -0.753 -0.422
C 0.781 0.555 0.024
C 2.206 0.714 0.460
H -2.316 1.247 -0.601
H -3.100 0.381 0.764
H -1.316 0.777 0.784
H 1.253 -1.534 -0.568
H -0.865 -2.239 -1.120
H 2.711 -0.204 0.810
H 2.785 1.086 -0.403
H 2.297 1.495 1.223

Computed properties:
electronic energy: -7358.0029 eV
gap between HOMO and LUMO: 7.63 eV
lowest unoccupied orbital energy: 0.01 eV
maximum force: 0.51 eV/A

C47H44Cl2N3O3P2Pb | the ωB97M-V functional and the def2-TZVPD basis

Element x y z (Å)
Pb 1.382 -1.997 0.047
N 0.300 -1.360 2.379
C 1.105 -1.952 3.496
C 2.557 -2.199 3.052
N 2.724 -2.981 1.831
C 2.645 -4.472 2.009
C 1.287 -5.090 1.734
N 0.655 -4.400 0.586
H 0.269 -0.340 2.456
H -0.671 -1.639 2.286
H 0.621 -2.869 3.887
H 1.114 -1.216 4.353
H 2.992 -2.762 3.893
H 3.099 -1.250 2.849
H 3.715 -2.808 1.554
H 2.956 -4.755 3.057
H 3.439 -4.889 1.428
H 0.603 -5.101 2.577
H 1.483 -6.116 1.481
H -0.365 -4.515 0.665
H 0.978 -4.838 -0.253
O -1.377 2.317 -0.459
C -2.725 2.107 -0.230
C -3.440 3.002 0.598
C -4.796 2.902 0.825
C -5.515 1.887 0.218
C -4.753 0.894 -0.490
C -3.328 0.893 -0.580
P -2.420 -0.529 -1.222
C -3.279 -2.025 -0.631
C -3.818 -2.055 0.675
C -4.105 -3.285 1.246
C -3.935 -4.463 0.566
C -3.488 -4.416 -0.741
C -3.148 -3.245 -1.325
C -2.791 -0.542 -2.965
C -3.901 -1.163 -3.569
C -4.020 -1.187 -4.948
C -3.157 -0.435 -5.757
C -2.208 0.348 -5.136
C -1.940 0.213 -3.772
C -0.876 3.641 -0.459
C -1.576 4.626 -1.184
C -1.257 5.977 -1.062
C -0.252 6.327 -0.117
C 0.519 5.343 0.488
C 0.135 3.991 0.420
P 0.815 2.764 1.434
C 2.594 3.003 1.016
C 2.972 3.473 -0.263
C 4.344 3.589 -0.507
C 5.318 3.137 0.365
C 4.912 2.525 1.568
C 3.543 2.467 1.897
C 0.506 3.325 3.065
C -0.658 2.875 3.693
C -0.807 3.057 5.052
C 0.066 3.853 5.769
C 1.128 4.407 5.075
C 1.415 4.099 3.768
H -2.949 3.844 1.008
H -5.361 3.483 1.537
H -6.585 1.811 0.225
H -5.382 0.040 -0.823
H -4.067 -1.171 1.266
H -4.561 -3.214 2.253
H -4.092 -5.471 0.985
H -3.417 -5.318 -1.301
H -2.854 -3.266 -2.396
H -4.616 -1.704 -2.949
H -4.870 -1.805 -5.329
H -3.297 -0.518 -6.848
H -1.610 0.987 -5.747
H -1.115 0.778 -3.372
H -2.459 4.300 -1.750
H -1.856 6.766 -1.468
H -0.134 7.354 0.147
H 1.413 5.589 1.061
H 2.212 3.816 -0.987
H 4.694 3.996 -1.455
H 6.320 3.347 0.139
H 5.692 2.172 2.259
H 3.157 1.904 2.794
H -1.404 2.335 3.113
H -1.699 2.575 5.571
H -0.021 4.004 6.838
H 1.788 5.191 5.599
H 2.284 4.608 3.209
Cl 4.462 -2.832 -6.827
C 3.846 -3.067 -5.241
C 2.772 -3.982 -5.167
C 2.133 -4.213 -3.973
Cl 0.860 -5.311 -3.794
C 2.500 -3.419 -2.793
O 1.762 -3.582 -1.737
C 3.687 -2.622 -2.859
C 4.183 -1.806 -1.787
O 3.584 -1.456 -0.662
C 4.423 -2.493 -4.118
H 2.428 -4.461 -6.075
H 5.188 -1.347 -1.925
H 5.381 -1.987 -4.315

Computed properties:
total charge: +3
electronic energy: -108908.5744 eV
gap between HOMO and LUMO (alpha / beta): 3.03 / 2.92 eV
lowest unoccupied orbital energy (alpha / beta): -10.70 / -10.81 eV
maximum force: 3.33 eV/A

C33H62N2O24 | the ωB97M-V functional and the def2-TZVPD basis

Element x y z (Å)
C -0.856 -1.018 -2.786
C 0.707 -0.492 -2.723
C 0.931 0.841 -1.932
O 1.910 0.498 -0.964
C 2.323 -0.710 -1.218
O 3.300 -1.167 -0.773
O 1.559 -1.371 -2.033
H -1.231 -0.911 -3.711
H -1.471 -0.447 -2.140
H -1.010 -2.057 -2.565
H 1.155 -0.379 -3.721
H 0.110 1.120 -1.301
H 1.167 1.787 -2.488
C -4.461 -0.113 -1.709
O -4.001 -1.494 -1.976
C -4.955 -2.498 -1.994
O -6.373 -2.336 -1.844
O -4.418 -3.748 -2.281
C -5.115 -4.905 -1.984
H -5.548 -0.119 -1.652
H -4.230 0.518 -2.546
H -4.122 0.447 -0.716
H -4.425 -5.755 -2.087
H -5.818 -4.955 -2.781
H -5.614 -5.049 -0.950
C 5.027 -7.259 -2.115
O 4.056 -6.183 -2.055
C 3.564 -5.798 -0.819
O 3.892 -6.483 0.392
O 2.649 -4.891 -0.974
C 2.054 -4.247 0.143
H 4.676 -8.277 -1.965
H 5.917 -7.136 -1.561
H 5.354 -7.134 -3.121
H 1.989 -4.789 1.122
H 1.185 -3.587 -0.025
H 2.890 -3.604 0.237
C 0.862 -7.531 0.319
O 0.215 -6.517 1.021
C -1.027 -6.153 0.483
O -1.493 -6.716 -0.734
O -1.748 -5.164 1.231
C -2.616 -4.458 0.365
H 1.617 -7.955 0.980
H 1.449 -7.138 -0.547
H 0.254 -8.444 0.116
H -3.555 -4.911 0.241
H -2.151 -4.240 -0.576
H -2.794 -3.537 0.763
C -1.198 3.941 -2.699
O -2.187 3.886 -1.654
C -3.407 3.391 -1.879
O -3.775 2.933 -3.096
O -4.297 3.485 -0.859
C -5.592 3.215 -1.171
H -1.191 2.843 -2.917
H -0.134 4.265 -2.519
H -1.478 4.548 -3.585
H -5.874 2.244 -1.463
H -5.953 3.883 -1.944
H -6.227 3.404 -0.282
C 4.897 -6.058 3.290
O 4.006 -5.008 3.038
C 4.432 -3.774 3.214
O 5.624 -3.386 3.868
O 3.516 -2.901 2.904
C 3.891 -1.549 3.007
H 5.802 -5.844 2.732
H 4.428 -7.092 3.133
H 4.984 -6.005 4.381
H 3.241 -1.015 2.337
H 4.831 -1.189 2.663
H 3.748 -1.300 4.064
C 1.854 5.780 2.713
O 2.727 5.125 1.727
C 2.286 5.036 0.523
O 0.894 5.201 0.241
O 3.126 4.616 -0.461
C 2.723 4.380 -1.723
H 1.000 5.198 2.956
H 1.345 6.630 2.359
H 2.321 6.117 3.709
H 1.921 3.661 -1.543
H 3.481 3.949 -2.322
H 2.334 5.305 -2.168
C 0.113 -1.584 1.850
O 0.105 -0.281 2.369
C -0.731 0.567 1.695
O -1.542 0.099 0.601
O -0.610 1.881 1.938
C -1.409 2.844 1.311
H 0.422 -1.682 0.860
H -0.914 -1.903 1.877
H 0.548 -2.246 2.512
H -2.397 2.911 1.662
H -1.388 2.522 0.240
H -0.782 3.762 1.215
C -3.423 6.469 0.212
C -3.815 6.942 -1.265
C -4.714 8.224 -1.413
C -6.003 7.692 -1.818
N -7.025 7.246 -2.061
H -2.465 5.877 0.086
H -4.155 5.797 0.625
H -3.241 7.364 1.002
H -4.226 6.056 -1.736
H -2.847 7.130 -1.874
H -4.320 8.878 -2.210
H -4.718 8.896 -0.536
C 3.736 1.532 1.069
C 3.984 2.114 2.455
C 2.671 2.135 3.341
C 2.535 3.214 4.336
N 2.498 4.026 5.162
H 4.615 1.681 0.448
H 2.919 2.051 0.582
H 3.387 0.508 1.042
H 4.264 3.138 2.290
H 4.696 1.433 3.011
H 2.518 1.142 3.882
H 1.858 2.149 2.631

Computed properties:
electronic energy: -87331.0392 eV
gap between HOMO and LUMO: 10.10 eV
SMILES string: C[C@H]1COC(=O)O1.COC(=O)OC.COC(=O)OC.COC(=O)OC.COC(=O)OC.COC(=O)OC.COC(=O)OC.COC(=O)OC.CCCC#N.CCCC#N
lowest unoccupied orbital energy: 0.14 eV
maximum force: 9.38 eV/A

C5H8NO3S | the ωB97M-V functional and the def2-TZVPD basis

Element x y z (Å)
C 0.155 -1.957 0.259
C 0.059 0.368 -1.987
C -0.771 1.870 -0.073
C 0.345 -0.436 0.212
C -0.540 0.421 -0.584
N 0.364 -0.017 2.366
O -0.588 -2.482 -0.553
O 0.738 -2.587 1.170
O 1.223 -1.640 3.919
S 1.407 -1.163 2.538
H -0.108 -0.702 -2.272
H 0.997 0.788 -1.953
H -0.666 0.928 -2.618
H 0.059 2.659 -0.359
H -1.054 1.878 0.996
H -1.555 2.295 -0.583
H 1.466 -0.210 0.189
H -1.530 -0.013 -0.666

Computed properties:
total charge: -1
electronic energy: -23780.6813 eV
gap between HOMO and LUMO (alpha / beta): 8.02 / 8.02 eV
SMILES string: CC(C)/C=C(\[O-])OS(#N)=O
lowest unoccupied orbital energy (alpha / beta): 3.56 / 3.56 eV
maximum force: 4.94 eV/A